Record 1
This record from the Open Molecules 2025 dataset describes a structure of composition C32H35Br2KN3O5S4. The level of theory is ωB97M-V with the def2-TZVPD basis set.

Computed properties:
- Max |F|: 0.26 eV/A
- E_HOMO: -5.70 eV
- Orbital gap: 0.2812 Ha

Structure (ORCA input):
```
! RIJCOSX wB97M-V def2-TZVPD def2/J DEFGRID3
* xyz -1 1
K 0.50340 0.17054 0.09775
C -3.10841 1.89900 3.88245
C -2.13829 0.85699 4.43685
S -0.51565 0.80801 3.63409
C 0.13132 2.38286 4.26100
C 1.44949 2.77539 3.60220
S 1.37683 3.32824 1.87920
C 0.25885 4.76274 1.97156
C -1.23271 4.47611 1.71559
S -1.40830 2.96313 0.73371
C -3.15503 3.00657 0.29322
C -4.15048 2.84412 1.43960
S -3.96969 1.30987 2.39783
H -2.57393 2.80624 3.61550
H -3.85026 2.15354 4.64228
H -2.55059 -0.14908 4.33816
H -1.97911 1.03232 5.50377
H 0.28706 2.28075 5.33845
H -0.61470 3.16361 4.10633
H 2.13347 1.92603 3.54989
H 1.92343 3.55781 4.19915
H 0.62934 5.42887 1.19256
H 0.40214 5.27229 2.92686
H -1.68439 5.30338 1.16246
H -1.77784 4.38189 2.65674
H -3.24805 2.16635 -0.39831
H -3.37437 3.92893 -0.25363
H -5.15987 2.82347 1.02483
H -4.11136 3.68351 2.13630
Br 0.03952 1.96121 -3.38869
C 1.09454 0.38208 -3.53143
C 1.97478 0.25365 -4.58970
C 2.71361 -0.92024 -4.64233
C 2.52716 -1.88949 -3.67377
C 1.60597 -1.65924 -2.65758
N 0.90279 -0.52287 -2.59980
C 1.36757 -2.74531 -1.59072
O 1.89180 -3.84077 -1.84535
O 0.67228 -2.42349 -0.59822
H 2.07868 1.03776 -5.32480
H 3.42672 -1.07166 -5.44380
H 3.06405 -2.82601 -3.67263
Br 8.25956 0.33255 2.55428
C 7.09348 0.60701 1.06568
C 7.64186 0.65284 -0.20355
C 6.79193 0.85792 -1.28471
C 5.42888 1.02080 -1.08456
C 4.89687 0.96624 0.19813
C 5.73610 0.75091 1.28442
C 3.39583 1.13694 0.42460
O 2.96013 0.87030 1.57367
O 2.73406 1.51943 -0.56524
H 8.70710 0.52882 -0.34245
H 7.20463 0.89065 -2.28566
H 4.74370 1.19157 -1.90485
H 5.30401 0.69565 2.27376
C -1.43923 -4.64769 -0.55294
N -2.31339 -3.53091 -0.16222
N -2.33522 -2.44883 -1.04618
C -2.28138 -1.24541 -0.35840
O -2.30562 -0.13143 -0.88313
C -2.20338 -1.62685 1.03285
C -2.14385 -2.97347 1.08896
C -1.89064 -3.84539 2.26832
C -2.71176 -2.61745 -2.38791
C -2.21126 -1.74283 -3.34820
C -2.58644 -1.89824 -4.67266
C -3.44148 -2.92532 -5.05420
C -3.93053 -3.79628 -4.09094
C -3.57729 -3.64178 -2.75917
H -1.72201 -4.99032 -1.54491
H -1.62532 -5.45574 0.15257
H -0.39115 -4.34397 -0.54901
H -2.15971 -0.92357 1.84656
H -1.98315 -3.25899 3.18035
H -0.87860 -4.25267 2.22631
H -2.59745 -4.67550 2.30495
H -1.53425 -0.95957 -3.04129
H -2.19084 -1.21458 -5.41352
H -3.72054 -3.04850 -6.09291
H -4.59963 -4.60017 -4.37222
H -3.97578 -4.30524 -2.00211
*
```



Record 2
This record from the Open Molecules 2025 dataset describes a cluster of 2 separate species, CH3ClN2O2 in total at a distorted geometry. The level of theory is ωB97M-V with the def2-TZVPD basis set.

Computed properties:
- Max |F|: 4.97 eV/A
- E_HOMO (spin up / spin down): -8.53 / -10.29 eV
- Orbital gap (spin up / spin down): 0.2369 / 0.3622 Ha

Structure (ORCA input):
```
! RIJCOSX wB97M-V def2-TZVPD def2/J DEFGRID3
* xyz 0 1
C -1.43943 0.82493 0.04252
N 0.94673 -0.99413 0.14192
N 1.05665 0.26039 -0.07443
O 1.85119 -1.86673 0.15263
O 1.83239 0.81735 -0.81440
Cl -2.26414 -0.12534 -1.04611
H -1.22634 0.38763 0.93807
H -1.03244 1.70545 -0.23676
H 0.27539 -1.00955 0.89656
*
```



Record 3
This record from the Open Molecules 2025 dataset describes the molecule C20H34N6O3 at a distorted geometry. The level of theory is ωB97M-V with the def2-TZVPD basis set.

Computed properties:
- Structure (SMILES): CCCCCCn1c(CN2CCN(CCO)CC2)nc2c1c(=O)n(C)c(=O)n2C
- Max |F|: 1.32 eV/A
- E_HOMO: -8.41 eV
- Orbital gap: 0.3311 Ha

Structure (ORCA input):
```
! RIJCOSX wB97M-V def2-TZVPD def2/J DEFGRID3
* xyz 0 1
C -4.76604 -2.61503 -1.96904
C -4.66654 -2.23352 -0.49667
C -3.72154 -3.14027 0.29382
C -2.26518 -3.11791 -0.17609
C -1.61511 -1.73533 -0.17170
C -1.57621 -1.11886 1.22946
N -0.76142 0.07070 1.26400
C 0.46422 0.28310 1.80183
C 1.27249 -0.73060 2.55543
N 2.43228 -1.30458 1.90458
C 2.20412 -1.97712 0.64476
C 2.23399 -1.04011 -0.56904
N 3.51202 -0.35209 -0.60877
C 3.68982 0.44465 -1.81300
C 5.18590 0.59604 -2.10696
O 5.81621 -0.65718 -2.12058
C 3.68425 0.42996 0.60950
C 3.63088 -0.49510 1.82883
N 0.88033 1.52924 1.62592
C -0.10047 2.14462 0.93877
C -1.14630 1.26847 0.69481
C -2.34313 1.67764 0.02890
O -3.32340 0.99398 -0.20864
N -2.27833 3.02311 -0.34370
C -3.43112 3.58388 -1.03000
C -1.23786 3.91771 -0.13274
O -1.31199 5.06634 -0.51051
N -0.12559 3.43922 0.52648
C 0.99583 4.31350 0.78994
H -3.82401 -2.44442 -2.48370
H -5.52888 -2.01529 -2.45959
H -5.03342 -3.66485 -2.07667
H -4.35254 -1.19340 -0.41078
H -5.65906 -2.31122 -0.04622
H -3.76589 -2.86004 1.34850
H -4.07973 -4.17067 0.21918
H -1.68507 -3.78669 0.46686
H -2.21011 -3.51705 -1.18987
H -2.16263 -1.06524 -0.83326
H -0.59481 -1.82634 -0.55242
H -1.18451 -1.84021 1.94950
H -2.58854 -0.83252 1.52398
H 1.62950 -0.24591 3.46842
H 0.62435 -1.56408 2.84473
H 3.00853 -2.71105 0.52457
H 1.25453 -2.51304 0.68890
H 1.39456 -0.32367 -0.52197
H 2.12601 -1.63297 -1.48156
H 3.23211 -0.09577 -2.64547
H 3.21393 1.43611 -1.73872
H 5.33393 1.04356 -3.09251
H 5.65740 1.25059 -1.35842
H 5.42521 -1.15986 -1.39081
H 2.90692 1.20401 0.70250
H 4.65925 0.91893 0.58128
H 4.47490 -1.19236 1.77758
H 3.72115 0.09669 2.73997
H -3.84294 4.40779 -0.44801
H -3.13038 3.96374 -2.00585
H -4.16687 2.79072 -1.13937
H 1.31182 4.18583 1.82391
H 1.82942 4.06780 0.12990
H 0.67375 5.33641 0.60585
*
```



Record 4
This record from the Open Molecules 2025 dataset describes a cluster of 3 separate species, C13H20BIN4O2 in total at a distorted geometry. The level of theory is ωB97M-V with the def2-TZVPD basis set.

Computed properties:
- Structure (SMILES): C[C@@](I)(C#N)[C@@H](C#N)B(O)O.CCCC#N.CCCC#N
- Max |F|: 5.39 eV/A
- E_HOMO: -9.80 eV
- Orbital gap: 0.3523 Ha

Structure (ORCA input):
```
! RIJCOSX wB97M-V def2-TZVPD def2/J DEFGRID3
* xyz 0 1
C -2.10346 0.58698 0.13690
C -3.08718 1.77797 -0.03186
I -3.42495 2.61486 1.97356
C -2.44857 2.90146 -0.83584
N -2.06766 3.78329 -1.41247
C -4.43961 1.42629 -0.73584
C -4.29308 0.53093 -1.93879
N -3.96918 -0.07754 -2.82381
B -5.59017 0.84554 0.27474
O -6.57446 1.69945 0.72735
O -5.61011 -0.47709 0.63884
H -1.05658 0.94257 0.09082
H -2.21564 -0.21132 -0.61889
H -2.22571 0.17380 1.15261
H -4.85718 2.38584 -1.11416
H -6.44848 2.57606 0.34165
H -4.93006 -0.97164 0.16132
C 3.15975 -0.46791 3.43569
C 2.90111 -0.22040 1.95353
C 2.06834 1.03489 1.68828
C 0.70456 0.91454 2.19726
N -0.36967 0.81675 2.59298
H 2.23070 -0.65618 3.97720
H 3.80244 -1.34023 3.56664
H 3.65727 0.38905 3.89500
H 2.40864 -1.09592 1.52151
H 3.86242 -0.11171 1.44406
H 2.02494 1.21106 0.60697
H 2.55367 1.90693 2.13370
C 2.51518 -3.12435 -1.55307
C 3.07575 -2.34992 -2.74045
C 3.77656 -1.05149 -2.33224
C 2.84754 -0.07569 -1.76410
N 2.11884 0.68988 -1.31494
H 1.73414 -2.55922 -1.03987
H 2.07690 -4.06466 -1.88951
H 3.30098 -3.35804 -0.83088
H 2.26969 -2.13631 -3.44609
H 3.79635 -2.98308 -3.26289
H 4.25396 -0.61113 -3.21055
H 4.57202 -1.26429 -1.61436
*
```